(1)
The following is a quantum chemistry calculation of CH3N3O2 in the gas phase in a non-equilibrium geometry, from OMol25.

Structure (XYZ):
```
9
CH3N3O2, DFT ωB97M-V/def2-TZVPD
C 0.18690 -0.69292 -0.39581
N -1.27140 0.08037 1.03611
N -1.15299 -0.08326 -0.15506
N 1.08379 0.51941 -0.26510
O 1.11620 1.26274 -1.27156
O 1.51107 0.67578 0.84661
H 0.37130 -1.50800 0.30650
H 0.24715 -0.95610 -1.47734
H -2.09202 0.70198 1.37566
```

Calculated values
2S+1   1
Structure (SMILES)   [H]/N=N/C[N+](=O)[O-]
Total charge   0

Löwdin atomic charge list, values in e, 2 entries: C -0.108; N 0.055

---

(2)
The following is a quantum chemistry calculation of 2 unconnected molecules or ions with the total composition C4H12NO in a non-equilibrium geometry, from OMol25.

Structure (XYZ):
```
18
C4H12NO, DFT ωB97M-V/def2-TZVPD
C -2.27662 -0.17473 -0.50263
C -1.12186 0.75709 -0.07448
C -0.19220 0.08782 0.88381
C 0.43906 0.63441 1.91969
N 0.53181 -1.04524 0.16137
H -3.24501 0.27166 -0.33738
H -2.25045 -1.11871 0.06531
H -2.15022 -0.58660 -1.51186
H -1.60760 1.56775 0.46912
H -0.54450 1.22149 -0.88100
H 0.30336 1.67704 2.16734
H 1.01152 0.04321 2.62374
H 1.06552 -1.69527 0.73300
H -0.05046 -1.36519 -0.61281
H 1.24619 -0.48260 -0.34859
H 3.39372 -0.51764 -1.79761
H 2.82950 0.83004 -1.52985
O 2.61825 -0.10456 -1.42717
```

Calculated values
2S+1   1
Total charge   +1

Löwdin atomic charge list, values in e, 2 entries: C -0.076; C -0.197

---

Sequential frontier orbital gap output: 9.3999, 10.9716 eV